C43H107F12N7O22S4 | ωB97M-V with the def2-TZVPD basis set

Properties
Highest occupied orbital energy ... -3.6 eV
Gap between HOMO and LUMO ... 6.9 eV
Net charge ... -2

Structure (XYZ):
```
195
Properties=species:S:1:pos:R:3:forces:R:3
C 1.03760 1.70506 -5.22533 2.3328 0.8243 -2.5061
F 1.08681 0.40953 -5.06666 0.0841 -1.0803 -0.1778
F 0.48504 1.96536 -6.49800 0.7412 -0.3590 1.6278
F 0.29953 2.21249 -4.33418 -1.6720 1.0932 1.5141
S 2.86825 2.50864 -5.14323 2.3092 -0.0984 1.5650
O 3.84394 1.50520 -5.62292 -2.3089 1.5531 0.1578
O 2.72453 3.79289 -5.84214 0.2179 -2.1138 0.3613
N 3.33129 2.68138 -3.32923 -1.8069 0.0714 -3.9926
S 2.78431 4.12896 -3.00123 -1.7641 3.4155 2.1148
O 1.53875 4.63635 -3.60649 1.4721 -1.0497 -0.2554
O 2.77848 4.46907 -1.57985 0.9370 -0.9784 -1.1467
C 4.18443 5.40121 -3.58900 -0.8128 -0.8238 1.6781
F 3.59001 6.59543 -3.95773 1.4838 -1.4707 -0.0410
F 4.93757 5.61602 -2.46742 -0.4045 0.7067 -0.7186
F 5.07939 4.90917 -4.46084 -0.7842 0.8585 -0.5545
C -1.58246 1.06155 -1.60511 2.7747 2.0412 0.3681
F -1.05080 0.19036 -2.50741 -1.5110 0.9709 0.7684
F -2.04172 2.21437 -2.19810 0.0346 -2.0505 0.2449
F -2.49976 0.53377 -0.82956 -0.2735 -0.3485 -0.7364
S -0.08429 1.70933 -0.49347 0.9047 3.8692 0.1899
O 0.55491 2.88631 -1.14779 -1.4895 -4.0230 0.4611
O -0.61736 2.13422 0.82956 0.0503 -1.7978 -2.2021
N 0.89066 0.26431 -0.44814 -2.8688 3.0489 -1.7024
S 0.63606 -0.25895 0.96276 2.5645 -2.2441 5.5252
O 1.38800 0.54865 1.96418 -1.3983 -1.6122 -1.1762
O -0.69478 -0.73156 1.32248 0.6254 0.2850 -0.4806
C 1.68887 -1.96634 0.89482 -1.3734 2.6006 -0.0653
F 1.03899 -2.77238 0.04746 0.5084 -0.3062 -0.0508
F 2.93803 -1.74769 0.51063 -0.3853 -0.3570 -0.1409
F 1.71615 -2.50410 2.10761 -0.1587 -0.2580 0.0088
C 6.45562 -2.36358 -1.81079 -0.3794 0.3957 -0.4736
C 5.52300 -1.47068 -0.92358 2.1829 -1.3569 -0.2804
C 5.95561 -1.68184 0.51902 -1.5076 -0.2950 2.0348
O 5.34947 -0.58610 1.33481 0.4919 -1.6169 -0.0335
C 5.30451 -0.89144 2.71192 -0.5456 0.2429 -0.7865
N 5.67412 -0.02713 -1.09853 -0.1687 -1.4125 -0.3561
H 6.26369 -2.19483 -2.87041 -0.4916 -0.0324 -0.0084
H 6.39322 -3.43546 -1.62288 -0.4046 -0.1281 0.1787
H 7.52346 -2.15176 -1.75652 0.1282 0.4803 0.6488
H 4.49808 -1.83855 -0.97184 0.0681 0.4396 -0.4764
H 7.01351 -1.65874 0.78059 0.3353 -0.0814 -0.5788
H 5.50554 -2.60215 0.89128 0.1494 -0.4018 0.2562
H 4.83529 -0.01912 3.16690 0.3652 0.0375 0.3014
H 6.30066 -1.12651 3.08679 0.1267 0.1360 0.3312
H 4.62980 -1.72702 2.89811 -0.0206 -0.3156 0.0351
H 6.64939 0.09331 -1.33189 0.3781 0.3811 -0.2517
H 5.63242 0.02627 -0.09080 -0.1588 3.3327 -0.5104
C -4.74662 -3.24485 0.69293 0.5082 0.9810 0.0902
C -5.12445 -2.51317 -0.60113 -2.3642 0.6959 1.0498
C -4.16180 -2.43159 -1.69444 1.6506 0.0727 -2.0315
O -4.72208 -1.77620 -2.86191 -0.8249 0.6281 1.0646
C -3.85692 -1.48998 -3.90908 0.4768 0.1771 -1.0180
N -6.32811 -3.08201 -1.09915 -2.3388 -2.6004 -1.3050
H -5.36683 -2.85178 1.49849 -0.2410 -0.0502 0.0079
H -3.73908 -2.97389 1.00842 0.2125 -0.2245 -0.0917
H -4.87902 -4.32672 0.68138 0.1221 0.0441 -0.4412
H -5.57685 -1.54224 -0.39924 1.7584 1.1308 0.7775
H -3.89468 -3.40682 -2.10147 0.2703 -0.4835 0.5883
H -3.27122 -1.91435 -1.33747 0.2384 0.1082 -0.1966
H -3.00971 -0.84836 -3.66683 0.2893 -0.2886 0.4888
H -4.33351 -0.94243 -4.72219 -0.8653 0.2828 0.3926
H -3.53368 -2.36475 -4.47334 0.4844 -0.5565 0.4691
H -7.07328 -3.14407 -0.42021 0.2311 -0.0450 0.3964
H -6.74504 -2.57997 -1.87002 0.4577 0.1901 -0.2193
C -4.52641 2.67787 0.99840 1.0483 -0.0893 -1.4553
C -4.72540 1.93337 2.27710 0.6014 0.6380 1.6022
C -4.49076 0.38377 2.22660 -1.2621 1.2854 -0.1918
O -4.61609 -0.33242 3.48249 -0.1871 1.1513 -1.1169
C -5.95220 -0.49275 3.91219 -0.0411 -1.0220 0.2675
N -3.71021 2.59286 3.17516 -0.9952 -0.4270 -0.3628
H -4.41513 3.74230 1.20501 -0.0740 -0.0696 0.2239
H -5.28881 2.60258 0.22305 -0.0999 -0.4783 0.1256
H -3.56455 2.35409 0.60077 0.1002 0.1541 -0.5181
H -5.72533 2.30060 2.50816 -0.2986 -0.8010 1.1237
H -3.50486 0.26447 1.77729 0.1841 -0.4630 0.4577
H -5.23883 0.03350 1.51540 -0.0835 -0.6142 -0.1477
H -6.62251 0.36672 3.92234 0.5573 0.5875 0.2150
H -5.88088 -0.97590 4.88665 -0.0458 0.4883 0.2953
H -6.52498 -1.23084 3.35073 0.2254 -0.2754 -0.7728
H -3.65822 2.14584 4.07936 -0.0944 -0.2990 0.1306
H -2.84504 2.37442 2.70201 0.6633 0.1884 0.1161
C -6.55535 2.69135 -2.79283 1.8271 -0.6874 1.9801
C -5.52826 3.42502 -3.70479 -1.0098 -0.0424 0.7335
C -4.57401 2.44373 -4.45895 -2.1902 0.2625 -0.7283
O -3.80063 3.15889 -5.41179 0.2968 -2.1295 0.4557
C -2.83995 2.23415 -6.01473 -0.7748 1.0170 0.1157
N -6.36451 4.21411 -4.58728 0.2049 -0.0231 -2.3173
H -6.85261 1.66777 -3.02088 0.2366 0.0561 -0.8124
H -7.45535 3.15063 -2.38397 -0.0023 0.8957 -0.9494
H -6.00023 2.57121 -1.86249 0.1564 -0.4207 0.3626
H -4.93387 4.18777 -3.20178 0.4279 -0.6342 0.9835
H -5.26600 1.77291 -4.96812 -0.5039 0.0876 -0.8846
H -4.03467 1.63745 -3.96183 0.6852 0.9287 1.1750
H -2.36280 2.83642 -6.78785 0.3610 -0.3862 0.1081
H -3.36509 1.38999 -6.46161 -0.1190 -0.0363 -0.0928
H -2.15214 1.87007 -5.25154 0.1803 0.1557 -0.0932
H -5.74064 4.67402 -5.23487 0.0184 0.1752 -0.5437
H -6.84142 4.97947 -4.13242 0.0323 -0.2404 0.5765
C 1.08901 4.18499 3.46989 1.1508 0.2142 -0.5260
C 0.59477 4.70203 4.76172 -3.1646 -1.4791 2.8153
C -0.53039 3.75838 5.34403 -0.7736 -0.3669 -0.8861
O -0.02864 2.48218 5.69203 1.0925 -0.7420 1.4362
C -0.89265 1.71579 6.54833 0.3212 -0.2097 -1.4842
N 1.54634 4.72646 5.84098 2.6622 -0.5550 -0.1129
H 0.26746 4.16435 2.75384 0.3523 0.3461 -0.2923
H 1.53002 3.18847 3.44605 -0.3108 -0.2713 0.5837
H 1.94050 4.82366 3.23496 -0.2263 0.2252 -0.8914
H 0.13344 5.68709 4.69148 -0.0072 0.0736 -0.4094
H -1.31768 3.49497 4.63771 -0.4621 0.8038 -0.3080
H -0.95103 4.19961 6.24762 -0.2206 0.3851 0.0637
H -1.66215 1.30732 5.89325 -0.7785 0.3018 0.2816
H -1.26844 2.24855 7.42186 -0.1255 0.3184 -0.1515
H -0.41867 0.79570 6.89021 0.7141 0.2750 0.0267
H 1.84464 3.76151 5.83859 0.9416 -0.3140 -0.1520
H 1.23908 4.73196 6.80310 -1.1097 0.8347 -0.0910
C 3.29086 -2.40521 5.96468 0.6458 0.3262 0.1029
C 2.34662 -1.21064 6.06074 -0.1236 -0.5623 0.6920
C 3.00777 0.05973 6.46942 0.7140 0.4481 0.5827
O 1.84948 -0.96446 4.79760 -0.9416 -0.5933 -1.6655
H 3.98452 -2.15236 5.16281 0.3167 0.1568 0.0843
H 2.95030 -3.39891 5.67369 -0.8374 0.2152 0.2022
H 3.84887 -2.49956 6.89625 0.0823 -0.1102 0.0503
H 1.50215 -1.32622 6.74016 -0.1401 -0.7860 0.2928
H 3.63885 0.03918 7.35792 0.0791 -0.2971 0.0155
H 2.20742 0.76669 6.68795 0.1641 0.4060 -0.3491
H 3.60679 0.33210 5.60046 0.1988 0.5920 0.1876
H 1.83538 -0.02447 4.60307 -0.2590 0.1346 -0.2828
C -1.67128 5.27994 -4.04412 -0.5069 -0.4224 -0.0829
C -2.77565 5.96376 -4.86431 1.4705 1.3691 0.6858
C -2.50155 7.42251 -5.14396 0.4102 1.2144 0.2102
O -2.77785 5.39882 -6.13519 -0.6248 -0.4172 -0.5655
H -0.76485 5.24467 -4.64847 0.2848 0.5039 0.4476
H -1.89549 4.22445 -3.89003 -0.3717 -0.1931 -0.1638
H -1.55759 5.63357 -3.01937 0.3792 0.5072 -0.2172
H -3.72962 5.92100 -4.33878 -0.4858 -0.4035 -0.0269
H -2.35025 8.05573 -4.26975 0.0421 -0.2645 0.3602
H -3.28993 7.92594 -5.70354 -0.3530 -0.3548 -0.1266
H -1.60801 7.54467 -5.75615 0.1636 -0.2792 0.0302
H -3.02587 4.50170 -5.90012 -0.1903 -0.2812 -0.6117
C 3.60162 -5.58169 -0.44366 -0.1171 -1.0388 -0.5398
C 3.28850 -6.46024 -1.70004 3.1934 0.0682 0.6363
C 3.98810 -7.85618 -1.87459 -0.2919 1.0843 0.5522
O 1.95071 -6.64055 -1.63103 -3.1650 -0.3697 -0.3439
H 3.24697 -6.05861 0.47007 -0.0027 -0.4088 -0.0587
H 2.94698 -4.71624 -0.54640 0.5851 0.4009 -0.0448
H 4.66090 -5.37448 -0.29169 -0.1034 0.3593 -0.2978
H 3.54478 -5.89320 -2.59496 0.1130 0.3261 -0.0398
H 5.07637 -7.80035 -1.84924 0.0135 0.1585 -0.0918
H 3.66808 -8.23334 -2.84589 0.0636 -0.2397 0.0401
H 3.66968 -8.52940 -1.07867 -0.1057 -0.0565 -0.0481
H 1.53237 -6.66572 -2.49472 0.0500 -0.0489 -0.0803
C -1.70681 -7.24668 1.39860 1.7041 0.4421 -1.0794
C -0.45160 -6.81578 0.55308 -1.2552 1.7520 0.1059
C 0.35298 -5.66674 1.11106 0.0508 -0.3767 1.5872
O 0.41212 -7.83896 0.23675 0.0270 -1.9564 0.2590
H -1.42773 -7.49501 2.42259 0.0105 -0.3876 -0.0839
H -2.12574 -8.06817 0.81744 -0.3466 -0.1545 0.5344
H -2.39394 -6.40237 1.45420 -0.0700 -0.0683 -0.1760
H -0.80649 -6.39723 -0.38871 -0.8359 -0.1483 -0.3423
H 0.90248 -5.12042 0.34445 -0.4462 0.1696 0.2363
H 1.08643 -6.10351 1.78884 0.3012 -0.0759 0.0649
H -0.26870 -5.08983 1.79573 0.0291 0.7826 -0.4719
H 0.99208 -7.44962 -0.42178 0.5698 -0.1929 -0.2543
C -2.46022 -3.80333 4.33648 0.5132 -0.5231 -0.0155
C -1.26136 -2.86237 4.25273 -0.6346 0.7451 0.4944
C -1.50689 -1.46637 4.81194 -0.3252 0.8918 -0.9760
O -0.20845 -3.37479 5.04721 0.3921 -1.2063 -0.0138
H -2.22590 -4.64644 3.68658 -0.1817 -0.2762 0.0395
H -3.42376 -3.40328 4.02082 0.2271 0.4055 -0.1022
H -2.57446 -4.19672 5.34658 0.0334 0.0860 0.1468
H -0.92707 -2.82453 3.21595 -0.1007 0.2375 -0.1650
H -2.52702 -1.10519 4.68167 -0.2666 -0.2549 0.3581
H -0.94972 -0.72992 4.23289 0.4116 -0.0243 0.0010
H -1.14296 -1.40871 5.83778 -0.3708 -0.0936 0.0841
H 0.55374 -2.83744 4.81932 0.3484 0.1894 -0.0004
C 5.21903 2.81189 0.24062 -0.0765 0.1873 -0.7151
C 3.77764 2.38076 0.55645 -1.2633 0.5853 -1.2323
O 3.28730 1.60720 -0.52968 0.9931 -0.2276 0.4216
O 5.40265 2.85984 -1.17888 0.1324 -0.4836 0.1984
H 5.91849 2.12912 0.72301 0.2482 -0.2538 -0.0414
H 5.47885 3.83232 0.52221 -0.5029 0.0701 1.0400
H 3.10110 3.23538 0.55898 0.3153 0.6199 0.4150
H 3.60621 1.84379 1.48940 0.6825 -0.0723 0.3278
H 2.41234 1.27916 -0.30962 0.4104 0.1891 0.1631
H 6.21433 3.34981 -1.32955 -0.0433 0.0910 -0.0862
C 2.70006 -1.49290 -2.98627 1.2632 0.5468 -0.3846
C 3.69358 -1.47209 -4.20275 -0.6962 1.1451 0.5344
O 4.68519 -0.53090 -3.92380 0.8863 -0.1381 0.4320
O 2.73983 -0.23622 -2.28595 0.1641 -1.8067 -1.8751
H 3.04237 -2.30594 -2.34605 -0.1422 -0.1994 0.4135
H 1.74165 -1.78125 -3.41802 -0.4601 0.1844 0.2530
H 3.16080 -1.12779 -5.08916 -0.2376 -0.2240 -0.2718
H 4.16435 -2.43603 -4.39583 -0.3698 -0.5564 0.0934
H 5.33617 -0.57493 -4.62798 -0.0559 0.3066 -0.1328
H 1.95812 -0.16901 -1.73277 -0.1067 -0.0766 0.0265
```
Positions in Å, forces in eV/Å.